The following is a DFT calculation (the ωB97M-V functional and the def2-TZVPD basis) of a structure of composition C6H15B8F28Mn2N2 at a distorted geometry.

Structure (XYZ):
```
61
Properties=species:S:1:pos:R:3:forces:R:3
Mn -3.950 2.831 1.798 0.272 0.028 -0.029
Mn 1.893 -0.993 3.804 -0.238 0.243 0.079
F -5.739 0.550 -0.582 0.821 -2.033 2.184
F -6.592 3.710 5.551 -0.641 2.743 1.100
F -5.199 2.193 -1.855 2.331 1.977 -0.687
F 4.745 3.844 4.568 -0.257 1.105 -0.141
F 4.897 -1.894 1.547 -1.289 2.147 -1.523
F -1.037 -6.389 1.845 -0.906 -2.715 1.403
F 0.199 -5.391 0.337 1.120 -0.231 -2.014
F 1.753 -2.222 7.504 3.057 0.449 -0.598
F -0.046 -3.391 7.856 -0.978 -2.203 0.453
F -2.051 6.125 0.250 -0.413 0.319 0.919
F -5.853 0.290 -2.881 -0.368 -0.405 -0.152
F -7.262 1.688 -1.620 -2.639 0.035 -0.693
F 4.907 -3.322 3.120 -1.941 -1.721 2.538
F -5.705 1.906 4.981 3.400 -2.681 -0.694
F -7.331 2.642 3.725 -0.944 -0.010 -1.114
F 2.962 3.288 5.981 -0.894 0.411 -0.056
F 5.093 3.000 6.642 1.208 0.641 1.932
F 4.351 1.742 5.032 -0.934 -2.152 -0.864
F -7.759 1.780 5.876 -0.653 -0.104 -0.170
F -2.585 5.977 2.538 0.976 -0.272 0.243
F 6.764 -2.249 2.735 3.005 2.066 1.630
F 6.143 -3.716 1.304 0.821 -2.775 -2.620
F -1.951 -4.685 0.709 -0.568 0.304 -0.462
F -0.183 -1.473 6.897 -1.515 2.685 -2.073
F -0.270 -4.345 2.173 0.790 2.252 2.284
F -4.199 6.275 1.123 -0.531 -0.368 -0.756
F 0.324 -1.627 9.185 -0.045 0.735 -0.066
F -2.755 8.055 1.407 0.286 -1.013 0.046
N 2.705 -2.413 -7.023 -1.409 1.320 2.512
N 1.169 -1.095 -6.100 2.694 -0.617 -0.193
C 1.722 -1.873 -5.054 1.198 -0.981 -2.283
C 2.647 -2.772 -5.635 -1.853 2.903 -0.706
C 0.273 0.071 -5.884 0.010 -0.616 0.678
C 3.581 -3.056 -7.927 1.223 -1.563 -1.378
C 1.873 -1.360 -7.251 -0.426 -1.240 2.050
C 1.024 1.365 -5.678 -0.105 0.253 -1.038
B 4.249 3.024 5.590 0.567 -0.395 -1.114
B -2.837 6.650 1.326 -0.579 0.134 -0.480
B -6.907 2.495 5.047 -0.610 0.237 0.206
B 5.719 -2.814 2.166 -1.208 0.632 0.147
B -0.788 -5.210 1.278 -0.245 0.558 -1.279
B 0.454 -2.121 7.885 -0.198 -1.503 1.530
B -6.045 1.112 -1.781 0.255 0.816 -0.143
B -0.678 0.869 1.708 0.050 -0.430 0.918
H -0.986 1.623 1.001 -0.351 3.774 -3.261
H 3.315 -3.504 -5.207 -0.221 0.045 -0.063
H 4.328 -2.431 -8.415 -0.200 0.404 0.323
H -0.342 -0.195 -5.025 -0.194 -0.035 -0.218
H 1.539 -1.629 -4.018 -0.386 -0.389 -0.050
H -1.674 0.541 1.965 -3.971 -2.282 1.823
H -0.109 1.338 2.495 2.064 2.161 3.589
H 3.085 -3.619 -8.718 -0.504 0.320 -0.005
H 0.283 2.163 -5.718 0.074 0.079 0.053
H -0.330 0.146 -6.789 -0.177 -0.007 0.231
H 1.814 -0.796 -8.170 -0.232 -0.260 0.020
H -0.031 0.182 1.184 2.016 -3.145 -2.390
H 1.608 1.416 -6.597 0.466 0.693 0.133
H 4.119 -3.846 -7.404 0.069 0.284 0.256
H 1.653 1.540 -4.804 -0.150 -0.607 0.037
```
Positions in Å, forces in eV/Å.

Results
**HOMO level (alpha / beta)**: -5.1761 / -5.1760 eV
**⟨S²⟩**: 30.00
**Kohn-Sham gap (alpha / beta)**: 4.9105 / 5.2095 eV
**Net charge**: -3
**2S+1**: 11

Löwdin atomic charge list, values in e, 6 entries: Mn 1.75; Mn 1.77; F 0.12; F 0.14; F 0.09; F 0.08